[1]
A 2-piece molecular cluster, C3H11NO3 overall. Source: the Open Molecules 2025 dataset; level of theory: wB97M-V/def2-TZVPD.

Calculated values
Net charge: 0
Kohn-Sham gap: 9.83 eV
LUMO level: 0.77 eV
E_HOMO: -9.06 eV
SMILES: NC(CO)CO.O

Each line ends with the Löwdin charge.
Element x y z (Å)
1 N 2.199 -0.387 0.618  0.021
2 C 0.891 0.279 0.611  -0.298
3 C -0.245 -0.901 0.946  -0.197
4 O -1.579 -0.407 0.858  -0.083
5 C 0.875 1.379 1.705  -0.270
6 O 1.895 2.349 1.404  -0.096
7 H 2.670 -0.563 1.541  0.105
8 H 2.844 -0.184 -0.080  0.039
9 H 0.685 0.883 -0.309  0.156
10 H -0.059 -1.480 1.877  0.122
11 H -0.231 -1.635 0.238  0.066
12 H -1.635 0.130 1.679  0.086
13 H 0.786 1.034 2.781  0.132
14 H -0.082 1.917 1.614  0.110
15 H 2.768 1.901 1.642  0.108
16 O -3.420 -1.914 -5.320  0.015
17 H -3.316 -2.033 -4.465  -0.051
18 H -4.111 -2.025 -5.950  0.035

***

[2]
C2H7NO3 as an isolated structure. Source: the Open Molecules 2025 dataset; level of theory: wB97M-V/def2-TZVPD.

Calculated values
Net charge: +1
Kohn-Sham gap (spin up / spin down): 11.43 / 6.85 eV
LUMO level (spin up / spin down): -4.58 / -9.15 eV
Spin multiplicity: 2
⟨S²⟩: 0.7553
E_HOMO (spin up / spin down): -16.01 / -16.00 eV

Each line ends with the Löwdin spin population.
Element x y z (Å)
1 H 1.171 0.525 -0.345  0.000
2 O 0.841 1.747 -0.400  0.013
3 N 0.871 -0.715 -0.283  0.006
4 H 1.242 1.932 -1.294  0.000
5 H 1.708 -1.213 -0.155  0.001
6 H 0.443 -1.116 -1.244  0.001
7 C -0.193 -0.736 0.825  0.053
8 H -0.245 -1.643 1.443  0.000
9 H 0.075 -0.116 1.668  0.007
10 C -1.501 -0.220 0.224  0.068
11 O -2.472 -0.979 0.138  0.796
12 O -1.556 0.995 -0.251  0.051
13 H -0.385 1.540 -0.327  0.003

***

[3]
C21H19ClF4NO3PZr as an isolated structure. Source: the Open Molecules 2025 dataset; level of theory: wB97M-V/def2-TZVPD.

Calculated values
Net charge: +4
Kohn-Sham gap: 3.18 eV
LUMO level: -16.48 eV
E_HOMO: -19.66 eV

Each line ends with the Löwdin charge.
Element x y z (Å)
1 C 2.141 2.910 0.766  -0.083
2 C 3.075 1.692 0.970  -0.648
3 Cl 4.391 2.259 2.064  0.754
4 C 2.378 0.501 1.735  -0.161
5 C 1.783 -0.540 0.857  -0.059
6 C 2.598 -1.585 0.244  -0.199
7 P 4.347 -1.765 0.468  1.248
8 C 4.618 -3.142 1.698  -0.063
9 O 5.009 -0.450 1.010  -0.155
10 C 2.023 -2.557 -0.587  -0.025
11 C 0.685 -2.617 -0.841  -0.079
12 C 0.175 -3.730 -1.772  -0.161
13 N 0.884 -3.666 -3.066  0.062
14 C -0.118 -1.626 -0.207  0.054
15 C 0.419 -0.619 0.593  0.001
16 C -0.577 0.377 1.179  -0.225
17 O -0.463 0.929 2.245  0.180
18 C -1.859 0.672 0.380  -0.057
19 C -2.517 1.908 0.447  0.077
20 C -3.675 2.066 -0.266  -0.172
21 C -4.513 3.346 -0.234  -0.388
22 F -3.997 4.187 0.645  0.186
23 F -5.740 2.890 0.257  0.061
24 C -4.784 3.990 -1.651  -0.291
25 F -6.098 3.970 -1.914  0.134
26 F -4.415 5.269 -1.570  0.152
27 C -4.227 1.020 -1.098  -0.064
28 C -3.551 -0.228 -1.170  0.012
29 C -2.377 -0.337 -0.405  -0.101
30 C -1.630 -1.676 -0.412  -0.219
31 O -2.273 -2.692 -0.534  0.193
32 H 2.607 3.533 -0.004  0.103
33 H 2.206 3.506 1.680  0.084
34 H 1.114 2.630 0.520  0.067
35 H 3.562 1.361 0.049  0.096
36 H 1.689 0.928 2.463  0.126
37 H 3.162 0.012 2.330  0.100
38 H 5.665 -3.453 1.750  0.095
39 H 4.203 -2.750 2.641  0.107
40 H 3.957 -3.956 1.374  0.084
41 H 5.708 -0.669 1.669  0.155
42 H 2.658 -3.312 -1.051  0.138
43 H -0.882 -3.646 -2.017  0.114
44 H 0.372 -4.708 -1.324  0.152
45 H 1.841 -3.986 -2.967  0.079
46 H 0.895 -2.708 -3.403  0.093
47 H -2.126 2.724 1.055  0.169
48 H -4.269 3.466 -2.469  0.178
49 H -5.150 1.158 -1.667  0.157
50 H -3.888 -1.083 -1.753  0.157
51 Zr -5.035 0.196 1.291  1.779

***

[4]
C3H5NS in the gas phase. Source: the Open Molecules 2025 dataset; level of theory: wB97M-V/def2-TZVPD.

Calculated values
Net charge: 0
Kohn-Sham gap: 9.32 eV
LUMO level: 0.28 eV
E_HOMO: -9.04 eV
SMILES: [H]/N=C/C=C/S

Each line ends with the Löwdin charge.
Element x y z (Å)
1 H -2.906 0.707 -0.325  0.038
2 N -1.930 0.745 -0.087  0.092
3 C -1.475 -0.432 -0.129  -0.222
4 C 0.057 -0.704 0.007  -0.145
5 C 1.079 0.178 0.128  -0.340
6 S 3.073 -0.015 0.195  0.636
7 H -2.053 -1.256 0.017  0.064
8 H 0.139 -1.739 0.193  0.062
9 H 1.006 1.254 -0.111  0.046
10 H 3.012 1.263 0.111  -0.230

***

[5]
C5H10O2 in the gas phase. Source: the Open Molecules 2025 dataset; level of theory: wB97M-V/def2-TZVPD.

Calculated values
Net charge: 0
Kohn-Sham gap: 10.35 eV
LUMO level: 1.19 eV
E_HOMO: -9.16 eV
SMILES: C/C=C/OOCC

Each line ends with the Löwdin charge.
Element x y z (Å)
1 C 0.998 -1.070 2.945  -0.103
2 C 0.738 -0.047 1.884  -0.124
3 C 0.964 -0.238 0.588  -0.159
4 O 0.638 0.701 -0.366  -0.094
5 O -0.812 0.812 -0.351  -0.112
6 C -1.186 1.155 -1.671  -0.264
7 C -0.856 0.086 -2.698  -0.080
8 H 1.631 -0.670 3.745  0.073
9 H 0.057 -1.379 3.415  0.076
10 H 1.480 -1.962 2.535  0.074
11 H 0.287 0.895 2.191  0.117
12 H 1.404 -1.145 0.171  0.123
13 H -0.735 2.119 -1.942  0.119
14 H -2.269 1.288 -1.575  0.126
15 H -1.208 -0.890 -2.350  0.080
16 H -1.350 0.317 -3.647  0.075
17 H 0.221 0.028 -2.871  0.072

***

[6]
A 3-piece molecular cluster, C3H14N2O3 overall. Source: the Open Molecules 2025 dataset; level of theory: wB97M-V/def2-TZVPD.

Calculated values
Net charge: 0
Kohn-Sham gap: 8.35 eV
LUMO level: 0.42 eV
E_HOMO: -7.93 eV
SMILES: NCNCCO.O.O

Each line ends with the Löwdin charge.
Element x y z (Å)
1 N -0.718 0.246 1.607  0.008
2 C -1.504 1.023 0.574  -0.272
3 N -1.121 0.768 -0.809  -0.097
4 C 0.052 1.521 -1.198  -0.226
5 C 1.448 0.906 -0.892  -0.226
6 O 2.091 1.015 0.404  -0.102
7 H 0.276 0.453 1.620  0.030
8 H -0.806 -0.735 1.419  0.008
9 H -2.557 0.668 0.693  0.110
10 H -1.350 2.066 0.834  0.100
11 H -1.121 -0.216 -1.130  0.069
12 H -0.247 1.774 -2.263  0.127
13 H 0.060 2.538 -0.789  0.106
14 H 1.463 -0.201 -0.920  0.110
15 H 2.121 1.212 -1.701  0.106
16 H 2.450 1.913 0.414  0.083
17 O -1.218 -2.019 -0.907  -0.076
18 H -1.944 -2.236 -0.301  0.061
19 H -0.514 -2.114 -0.226  0.002
20 O 0.897 -2.911 0.830  -0.042
21 H 1.683 -2.416 1.069  0.053
22 H 0.560 -3.255 1.671  0.066

***

[7]
C3H7NO2S in the gas phase. Source: the Open Molecules 2025 dataset; level of theory: wB97M-V/def2-TZVPD.

Calculated values
Net charge: 0
Kohn-Sham gap (spin up / spin down): 6.80 / 8.53 eV
LUMO level (spin up / spin down): -1.51 / -0.89 eV
E_HOMO (spin up / spin down): -8.32 / -9.42 eV

Each line ends with the Löwdin charge.
Element x y z (Å)
1 C -0.035 0.528 -1.048  -0.215
2 C 0.616 -0.780 -0.350  -0.558
3 C 1.306 -0.368 0.973  -0.045
4 N -1.145 0.963 -0.287  -0.288
5 O -3.182 0.296 0.984  -0.492
6 O -0.294 -1.723 -0.245  -0.116
7 S -2.488 0.004 -0.243  1.020
8 H 0.717 1.307 -1.146  0.126
9 H -0.388 0.198 -2.022  0.113
10 H 1.403 -1.050 -1.087  0.141
11 H 2.342 -0.092 0.796  0.071
12 H 1.275 -1.220 1.649  0.078
13 H 0.804 0.460 1.466  0.058
14 H -0.932 1.476 0.561  0.107

***

[8]
C24H23Cl3FNOPt as an isolated structure. Source: the Open Molecules 2025 dataset; level of theory: wB97M-V/def2-TZVPD.

Calculated values
Net charge: 0
Kohn-Sham gap (spin up / spin down): 8.26 / 5.54 eV
LUMO level (spin up / spin down): 0.53 / -2.16 eV
Spin multiplicity: 3
⟨S²⟩: 2.0275
E_HOMO (spin up / spin down): -7.73 / -7.70 eV

Each line ends with the Löwdin spin population.
Element x y z (Å)
1 Pt -0.273 0.525 0.882  0.979
2 Cl 6.774 1.840 1.555  0.000
3 C 5.069 1.920 1.258  0.000
4 C 4.362 0.765 0.986  0.003
5 C 2.999 0.859 0.783  0.005
6 Cl 2.108 -0.572 0.360  0.097
7 C 2.266 2.061 0.858  0.013
8 O 0.978 2.145 0.720  0.073
9 C 3.061 3.212 1.076  0.000
10 Cl 2.261 4.742 1.086  0.001
11 C 4.422 3.148 1.285  0.000
12 H 4.862 -0.191 0.923  0.001
13 H 4.984 4.054 1.462  0.000
14 C -5.307 0.483 2.134  0.001
15 C -3.807 0.766 2.239  0.009
16 C -3.541 2.138 2.871  0.005
17 C -3.084 -0.309 3.029  0.022
18 C -3.430 -0.560 4.350  -0.001
19 C -2.751 -1.508 5.096  0.011
20 C -1.702 -2.210 4.528  -0.001
21 C -1.318 -1.991 3.213  0.020
22 C -0.160 -2.771 2.619  0.002
23 C 1.117 -2.527 3.430  0.001
24 C -0.485 -4.264 2.521  0.001
25 C -2.028 -1.039 2.464  0.048
26 N -1.676 -0.800 1.103  0.398
27 C -2.346 -1.507 0.135  0.016
28 C -3.320 -2.472 0.465  0.076
29 C -3.968 -3.202 -0.509  -0.007
30 C -3.681 -3.008 -1.854  0.095
31 C -2.733 -2.063 -2.222  -0.012
32 C -2.096 -1.338 -1.247  0.079
33 F -1.191 -0.430 -1.641  0.044
34 H -5.791 1.253 1.531  0.000
35 H -5.777 0.479 3.119  0.001
36 H -5.488 -0.486 1.666  0.001
37 H -3.397 0.786 1.228  0.007
38 H -3.927 2.178 3.890  0.000
39 H -4.021 2.927 2.290  0.000
40 H -2.468 2.336 2.903  0.005
41 H -4.245 -0.007 4.801  0.000
42 H -3.039 -1.696 6.122  0.001
43 H -1.177 -2.950 5.120  0.000
44 H 0.017 -2.409 1.608  0.001
45 H 1.036 -2.958 4.429  0.000
46 H 1.303 -1.456 3.533  0.001
47 H 1.977 -2.980 2.933  0.000
48 H -0.687 -4.689 3.506  0.000
49 H 0.359 -4.802 2.085  0.000
50 H -1.361 -4.430 1.892  0.001
51 H -3.552 -2.637 1.509  0.004
52 H -4.705 -3.938 -0.216  -0.002
53 H -4.191 -3.588 -2.610  0.005
54 H -2.489 -1.883 -3.260  -0.002

***

no.,DFT total energy (eV)
1,-10919.688
2,-9809.659
3,-63628.333
4,-15514.785
5,-9438.461
6,-12459.565
7,-19641.840
8,-72329.372